Record 1
An isolated ion of composition C10H17N4 and charge +1 in a non-equilibrium geometry, computed with ωB97M-V/def2-TZVPD.

Last column: Mulliken charge in e.
Cartesian coordinates (Å):
C  1.4628  -2.5151  0.1720  -0.09
H  1.5952  -3.5727  0.5103  0.41
C  0.6927  1.4833  0.1797  -0.06
H  3.4848  0.3624  1.5263  0.36
H  -1.0007  2.3941  -0.5967  0.26
N  -0.1470  2.4581  -0.0201  -0.19
N  -2.6047  -0.1708  0.1429  -0.25
H  -4.4938  -0.0413  -0.1964  0.34
H  -0.0729  3.3761  0.3251  0.27
H  -3.9635  -1.6315  0.1786  0.35
H  -2.6515  0.2568  -0.7534  0.27
H  1.6100  1.9903  2.1747  0.39
H  2.6791  2.3949  0.8125  0.35
H  -0.6871  0.4810  -2.1333  0.40
C  2.4038  0.2497  1.1811  -0.77
C  0.3217  0.2241  -1.9421  -2.00
H  2.4276  -1.5526  -1.5694  0.50
C  0.6734  0.2010  -0.4984  1.37
H  0.4880  -0.6659  -2.3770  0.60
H  3.4760  -1.6136  -0.3595  0.46
C  -0.2030  -0.8951  0.2373  -0.20
N  0.3867  -2.0846  0.6826  -0.56
C  -3.9459  -0.6283  0.5055  -0.97
C  2.3886  -1.5745  -0.5479  -1.10
H  1.9805  -0.5229  1.8254  0.44
H  0.7065  1.0983  -2.3629  0.46
C  -1.5319  -0.9968  0.4714  -0.19
N  2.1042  -0.2167  -0.1942  -0.25
H  -4.0445  -0.5441  1.5318  0.31
H  -1.6687  -1.8302  1.0950  0.58
C  1.8235  1.6594  1.1340  -0.50

Results
- Relative energy (zero: lowest compared OMol25 entry of this formula, charge and spin): 43.7 kcal per mole
- M: 193.3 g/mol
- Frontier orbital gap: 6.838 eV
- Highest occupied orbital energy: -11.18 eV
- SMILES: CN/C=C1/N=CCN2CCC(=[NH2+])[C@]12C
- Charge: +1
- Total energy: -16596.3396 eV

=====

Record 2
One molecule with the formula C10H17NO2 in a non-equilibrium geometry, computed with ωB97M-V/def2-TZVPD.

Last column: Mulliken charge in e.
Cartesian coordinates (Å):
C  -1.6290  1.5238  -1.0178  -0.73
C  0.7297  -2.3034  -1.1392  -0.42
C  3.6974  0.2607  0.4559  -1.34
C  -3.3951  -0.8397  0.1075  -0.84
C  -2.1302  -0.9755  0.4436  -0.46
H  -3.8816  0.0265  -0.2074  0.38
C  0.1210  -0.1033  -0.4773  1.59
H  -1.8485  2.5597  -1.2790  0.50
H  -4.0832  -1.7836  -0.0170  0.19
H  -0.1547  -0.9188  2.2623  0.28
H  0.4780  -3.2923  -1.5263  0.31
H  -1.7389  0.0220  2.6027  0.48
C  -1.1300  0.0796  0.6165  1.03
H  2.2281  1.9779  0.5973  0.37
C  2.4458  1.0102  0.1293  -0.24
H  -0.3397  0.5505  -2.3725  0.51
H  4.4988  0.8919  0.3097  0.50
O  -1.7250  1.3434  0.3820  -0.54
H  3.7726  -0.1502  1.5194  0.26
C  -0.1751  1.0434  -1.4674  -1.21
H  3.7915  -0.4993  -0.2961  0.31
O  1.2734  0.0693  0.2970  -0.36
H  -2.3490  0.8769  -1.5458  0.23
H  -0.3116  1.0985  2.3744  0.28
H  2.5006  1.1849  -1.0150  0.28
C  -0.7242  0.0670  2.1146  -1.57
H  1.5416  -2.3139  -0.3895  0.17
H  0.4388  1.8906  -1.2620  0.41
N  -0.0895  -1.3434  -1.1574  -0.59
H  -1.8121  -1.9533  0.9573  0.22

Results
- Relative energy (zero: lowest compared OMol25 entry of this formula, charge and spin): 110.1 kcal per mole
- M: 183.3 g/mol
- Frontier orbital gap: 9.763 eV
- Highest occupied orbital energy: -8.87 eV
- SMILES: C=C[C@]1(C)OCC[C@@]1(N=C)OCC
- Total energy: -16226.8673 eV

=====

Record 3
A 2-piece molecular cluster, C10H17NO3 overall, computed with ωB97M-V/def2-TZVPD.

Last column: Mulliken charge in e.
Cartesian coordinates (Å):
C  -1.0162  2.6417  0.4638  -0.66
C  -2.3738  -1.0806  1.4977  -1.02
H  2.4473  2.1401  1.0423  0.57
H  0.1634  -2.1678  -0.1278  0.24
C  -0.3778  -0.0512  -2.2198  -0.93
H  -0.7353  0.7833  -2.8343  0.31
C  1.5582  0.1443  1.0794  -0.33
C  -2.3926  -0.7667  0.0381  0.28
H  0.8291  0.1456  1.8652  0.34
C  3.1557  0.6174  -0.4071  -0.61
H  0.0464  2.5003  0.2510  0.22
H  -3.0090  -0.3609  2.0110  0.34
H  -2.7226  -2.0931  1.6793  0.33
O  -0.4464  0.2585  -0.8506  -0.01
N  1.8106  -0.9722  0.3504  0.34
C  -1.7352  0.5662  -0.3507  0.13
C  2.7690  -0.6854  -0.5663  -0.59
H  -1.1423  3.2509  1.3563  0.26
H  -0.9604  -0.9470  -2.4609  0.34
H  3.1177  -1.4300  -1.2565  0.40
H  -1.4982  3.1315  -0.3903  0.31
H  1.7129  -3.0160  0.0247  0.33
O  -2.8100  -1.5039  -0.8200  -0.56
H  -2.3258  1.0434  -1.1644  0.55
H  0.8680  -2.4469  1.4765  0.31
C  1.0996  -2.2146  0.4363  -0.80
H  -1.3646  -0.9392  1.8754  0.17
H  0.6774  -0.2291  -2.4209  0.26
H  3.9074  1.1357  -0.9703  0.44
C  2.3856  1.1448  0.6468  -0.60
O  -1.6381  1.4007  0.7458  -0.33

Results
- Relative energy (zero: lowest compared OMol25 entry of this formula, charge and spin): 72.6 kcal per mole
- M: 199.3 g/mol
- Frontier orbital gap: 8.932 eV
- Highest occupied orbital energy: -8.05 eV
- SMILES: COC(OC)C(C)=O.Cn1cccc1
- Total energy: -18276.8739 eV

=====

Record 4
A 2-piece molecular cluster, C10H17P overall in a non-equilibrium geometry, computed with ωB97M-V/def2-TZVPD.

Last column: Mulliken charge in e.
Cartesian coordinates (Å):
C  -0.0934  1.2985  -1.0060  0.59
H  -1.7798  -3.4613  -0.7337  0.28
H  -1.3004  3.1322  -0.8495  0.32
H  0.9998  -0.1048  0.3436  0.19
H  0.3092  -2.9735  -2.0296  0.39
C  2.4419  1.3455  -0.4231  -1.08
C  -1.6829  0.7344  1.7556  -0.15
C  -1.8424  -0.3203  2.2773  -0.28
C  -1.7347  -2.3461  -0.7298  -1.21
H  0.4638  3.2117  -0.8164  0.47
C  -1.9157  -1.7782  2.5338  -0.94
C  -0.7889  -1.4893  -1.1438  0.88
H  -0.4295  2.9933  -2.3510  0.37
H  3.2665  1.4372  0.2831  0.38
H  -2.7226  -1.9919  -0.2456  0.32
H  -1.4936  1.6880  1.4414  0.68
H  -2.8765  -2.0270  3.0980  0.29
H  0.5223  1.6379  0.8372  0.33
H  0.5787  -1.2497  -2.9015  0.27
P  -1.3329  0.2480  -1.4999  -0.27
H  2.2667  2.2877  -0.9648  0.23
H  -1.0582  -2.2510  2.9956  0.31
C  -0.3096  2.7404  -1.2841  -1.56
C  0.4260  -1.8833  -1.9188  -1.04
H  -2.0071  -2.2062  1.6063  0.09
C  0.9825  1.0127  0.0364  -0.27
H  1.3667  -1.6558  -1.3375  0.16
H  2.8266  0.5978  -1.1438  0.26

Results
- Relative energy (zero: lowest compared OMol25 entry of this formula, charge and spin): 81.8 kcal per mole
- M: 168.2 g/mol
- Frontier orbital gap: 8.563 eV
- Highest occupied orbital energy: -8.22 eV
- SMILES: C=C(C)/P=C(/C)CC.C#CC
- Total energy: -19929.2541 eV

=====

Record 5
One molecule with the formula C10H17P in a non-equilibrium geometry, computed with ωB97M-V/def2-TZVPD.

Last column: Mulliken charge in e.
Cartesian coordinates (Å):
P  1.2314  0.0737  -0.6529  0.19
H  -0.7862  -0.5331  2.5078  0.52
H  3.0178  0.6040  0.8553  0.28
H  -1.2102  -0.5818  -2.0347  0.36
H  1.5044  -2.1369  -0.8786  0.32
H  -1.0554  1.8085  1.7267  0.33
C  -2.1940  0.6570  -0.3688  -0.66
C  -0.2541  1.7758  0.9483  -1.04
H  3.1267  -1.4789  -0.7904  0.51
C  -1.8097  -0.6704  -1.1303  -0.72
H  -2.8069  -1.0828  -1.4856  0.47
C  2.7746  1.0540  -0.1826  -1.06
H  -1.8945  2.7826  -0.2962  0.34
H  2.6937  2.1926  -0.1637  0.27
H  -2.5201  0.4869  0.6583  0.23
C  -0.5889  -1.9352  0.8472  -0.60
H  -0.6798  2.0058  -1.3170  0.39
C  -1.1907  -1.8276  -0.3751  -0.47
C  2.1511  -1.5149  -0.3097  -1.31
C  -0.3527  -0.6483  1.5591  -0.45
C  0.2096  0.3658  0.8626  0.35
H  3.5375  0.7049  -0.9040  0.40
H  2.5455  -1.7557  0.7536  0.35
H  -0.4244  -2.8197  1.3341  0.51
C  -1.2261  1.8465  -0.4109  -0.77
H  -1.2033  -2.7518  -0.9452  0.35
H  0.4745  2.5632  1.0856  0.35
H  -3.0699  0.8160  -0.8929  0.55

Results
- Relative energy (zero: lowest compared OMol25 entry of this formula, charge and spin): 37.2 kcal per mole
- M: 168.2 g/mol
- Frontier orbital gap: 8.882 eV
- Highest occupied orbital energy: -7.79 eV
- SMILES: CP(C)/C1=C\C=C/CCCC1
- Total energy: -19931.1884 eV

=====

Record 6
A 3-piece molecular cluster, C10H18B3ClI2O11S2 overall, computed with ωB97M-V/def2-TZVPD.

Last column: Mulliken charge in e.
Cartesian coordinates (Å):
H  -1.2527  3.8952  -3.1735  0.30
C  -0.2561  -0.6378  2.0461  -0.30
C  3.8081  0.4930  -1.9873  -1.58
H  -1.6055  -5.0154  1.0299  0.23
I  5.1095  3.1882  -0.7305  0.03
H  -2.3748  4.8372  -0.4996  0.35
C  -1.4937  -7.1694  1.3986  -0.26
O  0.5542  -1.8054  2.2646  -0.33
H  0.3501  0.2520  2.2215  0.27
O  1.3073  4.4821  -2.3971  -0.22
H  -1.4938  -1.4676  0.4631  0.26
C  3.2044  2.9130  -1.5920  -0.11
H  -3.4499  2.2997  -1.2743  0.30
O  -0.4021  -6.8346  4.6903  -0.54
C  -1.2826  4.6002  -2.3391  -0.99
O  -1.2796  -7.8463  2.6466  -0.33
S  1.2831  -2.2431  0.9197  1.08
C  2.9220  1.7021  -2.0672  0.24
H  -3.4585  3.2846  -2.7389  0.35
H  -4.2886  3.8480  -1.2850  0.30
H  -0.0647  -5.5623  1.7249  0.26
C  -0.6796  -0.7533  0.5945  0.12
H  4.7219  0.6616  -2.5639  0.38
B  2.3140  4.1862  -1.5005  0.44
O  0.9283  -3.5945  0.6561  -0.50
H  -2.5399  -7.2841  1.1107  0.29
O  0.4952  -1.2662  -0.0589  -0.24
C  -2.1267  4.0360  -1.1939  0.58
O  2.4967  5.0648  -0.4456  -0.53
H  4.0841  0.3180  -0.9425  0.43
H  -1.7836  5.5131  -2.6908  0.28
H  -1.0913  -0.6644  2.7400  0.34
B  0.1503  4.9815  -1.8255  0.50
O  0.2733  5.8058  -0.7184  -0.59
O  2.6445  -1.8503  0.9346  -0.54
O  -2.8348  -7.1441  4.4391  -0.54
I  1.0979  1.3215  -3.0361  0.04
C  -1.1403  -5.7274  1.7045  -0.21
O  -1.6816  -5.5262  3.0231  -0.29
H  -0.8486  -7.6143  0.6465  0.29
S  -1.5626  -6.8674  3.8763  1.09
H  -0.9528  0.2096  0.1718  -0.12
C  -3.4036  3.3221  -1.6493  -1.22
B  1.5557  6.0519  -0.2657  0.62
H  3.3018  -0.3985  -2.3502  0.41
H  1.8286  7.0944  0.2295  -0.12
Cl  -1.0829  2.9107  -0.2062  -0.24

Results
- M: 700.1 g/mol
- Frontier orbital gap: 8.833 eV
- Highest occupied orbital energy: -8.90 eV
- SMILES: C/C(I)=C(\I)B1OBOB(C[C@@H](C)Cl)O1.O=S1(=O)OCCO1.O=S1(=O)OCCO1
- Total energy: -85613.5608 eV